The molecule C6H6. Source: the OMol25 dataset; level of theory: ωB97M-V/def2-TZVPD.

Structure (XYZ):
```
12
Properties=species:S:1:pos:R:3
C -2.753 0.249 -1.344
C -1.701 -0.052 -1.874
C -0.450 0.461 -1.505
C 0.056 0.722 -0.432
C 0.860 0.534 0.746
C 1.286 -0.938 0.802
H -3.544 0.897 -1.073
H 1.713 1.194 0.592
H 0.347 0.845 1.667
H 2.055 -1.067 1.564
H 0.446 -1.607 1.029
H 1.685 -1.237 -0.172
```

- Multiplicity: 1
- HOMO energy: -0.328 hartree
- SMILES: C#CC#CCC
- LUMO energy: 0.6 eV
- Orbital gap: 0.3500 Eh

***

A structure of composition C31H48DyN8O3P. Source: the OMol25 dataset; level of theory: ωB97M-V/def2-TZVPD.

Structure (XYZ):
```
92
Properties=species:S:1:pos:R:3
Dy -10.429 -11.043 14.001
O -8.576 -12.548 18.095
C -9.671 -12.695 18.885
C -9.459 -13.017 20.208
C -10.471 -13.197 21.133
C -11.752 -12.945 20.713
C -12.017 -12.625 19.343
C -11.000 -12.509 18.413
C -11.235 -12.078 16.997
O -10.169 -11.921 16.253
N -12.432 -11.857 16.530
N -12.539 -11.393 15.275
C -13.770 -10.995 14.893
C -14.133 -10.574 13.636
C -15.433 -10.025 13.489
C -15.965 -9.603 12.281
C -15.156 -9.745 11.134
C -13.856 -10.237 11.247
C -13.276 -10.669 12.458
O -12.067 -11.153 12.489
H -8.915 -12.367 17.183
H -8.418 -13.118 20.505
H -10.269 -13.570 22.162
H -12.602 -13.060 21.368
H -13.068 -12.546 19.067
H -14.515 -11.110 15.673
H -16.037 -9.859 14.386
H -16.998 -9.259 12.138
H -15.469 -9.428 10.128
H -13.232 -10.223 10.351
N -8.374 -11.712 12.897
C -8.136 -13.155 12.755
C -9.429 -13.924 12.387
N -10.522 -13.584 13.333
H -8.337 -11.205 11.997
H -7.669 -11.252 13.488
H -7.644 -13.592 13.654
H -7.508 -13.371 11.890
H -9.218 -15.014 12.363
H -9.772 -13.627 11.389
H -10.509 -14.195 14.159
H -11.439 -13.803 12.970
N -9.997 -8.992 14.511
P -9.361 -7.582 14.477
N -10.566 -6.328 14.383
C -11.987 -6.625 14.644
C -12.695 -5.550 15.455
C -12.606 -4.182 14.809
C -11.113 -3.865 14.651
C -10.303 -4.945 13.914
N -8.265 -7.175 13.212
C -6.821 -7.457 13.298
C -6.269 -8.312 12.163
C -6.801 -7.818 10.797
C -8.361 -7.724 10.822
C -8.851 -6.826 11.968
N -8.477 -7.334 15.954
C -7.793 -6.109 16.249
C -6.553 -6.231 17.191
C -6.941 -7.086 18.426
C -7.517 -8.426 17.975
C -8.757 -8.201 17.091
H -11.977 -7.541 15.249
H -12.442 -6.777 13.669
H -12.388 -5.576 16.511
H -13.751 -5.903 15.519
H -13.091 -3.441 15.473
H -13.193 -4.066 13.847
H -10.710 -3.767 15.658
H -10.923 -2.935 14.126
H -9.195 -4.646 14.166
H -10.545 -4.924 12.855
H -6.598 -7.996 14.231
H -6.301 -6.479 13.407
H -6.509 -9.359 12.434
H -5.166 -8.289 12.355
H -6.417 -8.491 10.005
H -6.389 -6.832 10.541
H -8.886 -8.715 10.859
H -8.752 -7.341 9.877
H -9.934 -7.012 12.060
H -8.726 -5.769 11.772
H -8.494 -5.386 16.686
H -7.541 -5.643 15.282
H -6.320 -5.181 17.354
H -5.708 -6.632 16.587
H -7.707 -6.494 19.014
H -6.068 -7.202 19.116
H -7.901 -8.998 18.842
H -6.808 -9.096 17.475
H -9.685 -7.866 17.656
H -9.097 -9.149 16.636
```

- Multiplicity: 6
- HOMO energy (alpha / beta): -0.253 / -0.253 hartree
- LUMO energy (alpha / beta): -0.1 / -0.1 eV
- Orbital gap (alpha / beta): 0.2492 / 0.2497 Eh

***

A structure of composition C34H33ClN10O10PbS. Source: the OMol25 dataset; level of theory: ωB97M-V/def2-TZVPD.

Structure (XYZ):
```
90
Properties=species:S:1:pos:R:3
Pb 0.003 0.007 0.285
O -3.296 -3.651 0.683
C -2.105 -3.082 0.423
O -1.286 -2.858 1.264
C -1.891 -2.844 -1.042
C -2.681 -3.454 -1.996
C -2.394 -3.205 -3.332
C -1.344 -2.370 -3.650
C -0.610 -1.787 -2.618
N -0.885 -2.022 -1.341
C 0.570 -0.861 -2.943
O 0.856 -0.764 -4.140
O 1.103 -0.285 -1.958
H -3.372 -3.637 1.650
H -3.503 -4.083 -1.691
H -3.000 -3.651 -4.111
H -1.059 -2.136 -4.665
O 3.228 2.604 2.435
Cl 2.519 2.389 1.202
O 2.910 3.376 0.221
O 2.784 1.053 0.687
O 1.080 2.476 1.428
C 1.298 -7.103 -2.252
O 0.532 -6.712 -1.136
C 1.200 -6.565 0.051
C 2.501 -6.988 0.272
C 3.081 -6.783 1.524
C 2.403 -6.136 2.540
C 1.078 -5.746 2.308
C 0.486 -5.957 1.083
N 3.062 -6.019 3.812
N 2.961 -4.960 4.488
C 2.428 -3.781 3.967
C 1.663 -3.035 4.863
C 0.852 -1.987 4.482
C 0.765 -1.579 3.126
O -0.009 -0.681 2.716
C 1.695 -2.256 2.202
N 1.709 -1.796 0.936
C 2.596 -2.237 0.077
C 3.552 -3.197 0.440
C 3.519 -3.721 1.702
C 2.544 -3.290 2.627
H 0.639 -7.044 -3.115
H 1.664 -8.130 -2.151
H 2.150 -6.434 -2.403
H 3.075 -7.470 -0.506
H 4.095 -7.116 1.713
H 0.525 -5.230 3.081
H -0.524 -5.619 0.893
H 1.680 -3.366 5.897
H 0.243 -1.451 5.198
H 2.555 -1.809 -0.918
H 4.300 -3.508 -0.277
H 4.251 -4.458 2.005
C -5.431 -0.014 4.671
C -4.922 0.766 3.489
C -4.957 2.157 3.474
C -4.441 2.758 2.340
N -3.923 2.087 1.326
C -3.893 0.735 1.431
S -3.171 -0.172 0.156
N -4.421 0.064 2.487
H -6.290 0.476 5.133
H -4.646 -0.101 5.426
H -5.702 -1.019 4.354
H -5.361 2.731 4.297
H -4.444 3.841 2.243
C 0.533 2.870 -2.210
N 0.182 4.053 -3.015
C -0.844 3.655 -3.979
N -2.049 3.117 -3.340
C -1.647 1.961 -2.520
N -0.642 2.327 -1.520
C -1.213 3.366 -0.651
N -1.599 4.561 -1.423
C -0.407 5.051 -2.118
C -2.574 4.142 -2.432
H 1.283 3.149 -1.466
H 0.952 2.096 -2.854
H -0.427 2.890 -4.639
H -1.123 4.527 -4.579
H -1.222 1.200 -3.181
H -2.519 1.549 -2.004
H -0.463 3.645 0.090
H -2.097 2.958 -0.145
H 0.341 5.336 -1.375
H -0.678 5.935 -2.705
H -2.874 5.015 -3.021
H -3.451 3.739 -1.920
```

- Multiplicity: 1
- HOMO energy: -0.086 hartree
- LUMO energy: 3.9 eV
- Total charge: -2
- Orbital gap: 0.2298 Eh

***

A cluster of 5 separate species, C33H38BFN3O15 in total. Source: the OMol25 dataset; level of theory: ωB97M-V/def2-TZVPD.

Structure (XYZ):
```
91
Properties=species:S:1:pos:R:3
C 5.044 1.178 2.146
C 3.863 1.160 1.218
C 3.896 1.870 0.014
C 2.812 1.816 -0.851
C 1.679 1.074 -0.548
C 1.627 0.367 0.644
C 0.449 -0.496 1.028
C -0.883 0.200 0.996
C -1.139 1.389 1.687
C -0.036 2.086 2.429
O 0.534 2.971 1.889
O 0.213 1.674 3.662
C -2.411 1.988 1.689
C -2.761 3.224 2.422
C -2.481 3.384 3.777
C -2.885 4.575 4.345
C -3.525 5.521 3.566
N -3.779 5.412 2.262
C -3.384 4.255 1.739
C -3.398 1.373 0.936
N -3.106 0.253 0.278
F -4.104 -0.305 -0.445
C -1.932 -0.368 0.270
B -1.777 -1.728 -0.592
O -1.173 -1.624 -1.803
N -2.239 -2.994 -0.092
C -3.388 -3.503 -0.880
C -2.669 -2.909 1.326
C 2.720 0.423 1.510
H 5.338 2.194 2.370
H 5.878 0.682 1.654
H 4.815 0.631 3.053
H 4.789 2.431 -0.218
H 2.883 2.356 -1.785
H 0.846 1.048 -1.239
H 0.463 -1.393 0.408
H 0.601 -0.842 2.051
H 0.967 2.210 3.962
H -1.989 2.622 4.355
H -2.711 4.775 5.389
H -3.856 6.435 4.040
H -3.584 4.117 0.681
H -4.400 1.760 0.861
H -0.534 -2.338 -1.920
H -4.340 -3.095 -0.540
H -3.454 -4.584 -0.798
H -3.273 -3.247 -1.929
H -3.581 -2.319 1.446
H -2.896 -3.919 1.660
H -1.861 -2.555 1.961
H 2.687 -0.133 2.440
C -7.305 -4.028 -2.186
C -8.285 -5.136 -2.511
O -7.456 -6.300 -2.457
C -6.392 -6.030 -1.668
O -5.605 -6.828 -1.284
O -6.342 -4.702 -1.368
H -7.756 -3.201 -1.643
H -6.803 -3.641 -3.076
H -9.074 -5.230 -1.764
H -8.736 -5.035 -3.495
C 7.869 3.198 4.468
C 8.887 2.484 5.332
O 8.105 1.441 5.923
C 7.045 1.200 5.122
O 6.295 0.287 5.244
O 6.946 2.148 4.153
H 8.296 3.616 3.560
H 7.338 3.984 5.008
H 9.690 2.034 4.748
H 9.319 3.120 6.101
C 3.057 -2.629 -4.263
C 1.576 -2.412 -4.051
O 1.314 -3.234 -2.898
C 2.483 -3.385 -2.214
O 2.559 -3.862 -1.129
O 3.518 -2.913 -2.932
H 3.559 -1.756 -4.666
H 3.267 -3.488 -4.900
H 1.339 -1.376 -3.808
H 0.973 -2.726 -4.896
C 0.376 2.497 -5.446
C -0.769 1.534 -5.211
O -0.301 0.342 -5.848
C 1.051 0.393 -5.896
O 1.747 -0.517 -6.212
O 1.500 1.613 -5.529
H 0.511 3.212 -4.639
H 0.284 3.037 -6.389
H -0.929 1.325 -4.150
H -1.705 1.863 -5.655
```

- Multiplicity: 1
- HOMO energy: -0.412 hartree
- LUMO energy: -4.0 eV
- Total charge: +1
- Orbital gap: 0.2648 Eh

***

A cluster of 2 separate species, C2H5Br2ClOSi in total. Source: the OMol25 dataset; level of theory: ωB97M-V/def2-TZVPD.

Structure (XYZ):
```
12
Properties=species:S:1:pos:R:3
C 0.408 -0.280 1.515
C -0.921 0.267 0.851
O -0.808 1.196 -0.165
Si 0.351 0.249 -2.050
Cl -0.596 1.243 -3.597
Br 2.604 0.289 -1.708
Br -0.290 -1.911 -2.026
H 0.185 -1.211 2.092
H 1.166 -0.537 0.823
H 0.932 0.359 2.182
H -1.451 0.979 1.577
H -1.580 -0.643 0.506
```

- Multiplicity: 1
- HOMO energy: -0.353 hartree
- LUMO energy: -1.3 eV
- Orbital gap: 0.3043 Eh

***

A structure of composition C35H39BaN6O2Se2. Source: the OMol25 dataset; level of theory: ωB97M-V/def2-TZVPD.

Structure (XYZ):
```
85
Properties=species:S:1:pos:R:3
Ba 0.132 -1.496 -0.699
C 3.586 2.141 2.320
N 2.509 1.477 1.621
C 2.926 0.271 0.932
C 3.329 -0.941 1.795
C 3.208 -2.254 1.002
N 1.805 -2.531 0.832
C 1.264 -3.537 1.399
C -0.159 -3.660 1.596
C -0.733 -4.897 1.949
C -2.054 -5.006 2.295
C -2.841 -3.842 2.368
C -2.309 -2.615 2.081
C -0.963 -2.468 1.638
O -0.498 -1.317 1.339
C 1.294 1.345 2.423
C 0.392 2.574 2.286
C -0.332 2.645 0.933
N -1.574 1.908 0.979
C -1.802 1.013 0.115
C -3.007 0.196 0.043
C -4.150 0.493 0.786
C -5.284 -0.293 0.718
C -5.294 -1.398 -0.134
C -4.178 -1.722 -0.871
C -2.982 -0.971 -0.780
O -1.894 -1.365 -1.371
H 3.248 3.118 2.669
H 4.422 2.295 1.636
H 3.950 1.579 3.198
H 3.765 0.535 0.279
H 2.094 -0.023 0.289
H 2.657 -1.013 2.653
H 4.350 -0.829 2.169
H 3.728 -3.067 1.532
H 3.676 -2.126 0.016
H 1.898 -4.323 1.842
H -0.102 -5.781 1.941
H -2.492 -5.971 2.517
H -3.879 -3.916 2.669
H -2.904 -1.711 2.147
H 1.546 1.197 3.485
H 0.734 0.469 2.090
H 0.990 3.479 2.429
H -0.368 2.546 3.071
H 0.336 2.295 0.131
H -0.584 3.688 0.725
H -1.066 0.800 -0.689
H -4.123 1.365 1.427
H -6.156 -0.054 1.315
H -6.185 -2.012 -0.208
H -4.172 -2.584 -1.529
C -0.783 7.422 -6.849
C -0.695 6.239 -5.917
C -0.927 6.375 -4.556
C -0.830 5.299 -3.682
C -1.100 5.503 -2.219
C -0.482 4.027 -4.179
Se -0.312 2.568 -2.954
C -0.270 3.870 -5.563
C 0.054 2.541 -6.190
C -0.378 4.978 -6.399
H -0.990 8.338 -6.296
H -1.578 7.283 -7.587
H 0.153 7.557 -7.396
H -1.191 7.353 -4.162
H -1.362 6.543 -2.008
H -0.225 5.225 -1.629
H -1.916 4.854 -1.894
H 0.239 1.789 -5.428
H 0.933 2.621 -6.836
H -0.784 2.203 -6.807
H -0.207 4.848 -7.466
Se 2.187 -4.365 -2.800
N 3.276 -3.464 -3.873
C 3.033 -2.177 -3.680
C 3.662 -1.089 -4.333
C 3.283 0.172 -3.968
C 2.331 0.373 -2.936
N 1.712 -0.610 -2.314
C 2.023 -1.865 -2.692
N 1.443 -2.918 -2.128
H 4.422 -1.269 -5.081
H 3.720 1.034 -4.453
H 2.062 1.376 -2.615
```

- Multiplicity: 1
- HOMO energy: -0.127 hartree
- LUMO energy: 0.1 eV
- Total charge: -1
- Orbital gap: 0.1321 Eh

***

A cluster of 3 separate species, C20H43BrN6O8S in total. Source: the OMol25 dataset; level of theory: ωB97M-V/def2-TZVPD.

Structure (XYZ):
```
79
Properties=species:S:1:pos:R:3
N 1.382 -2.894 -2.953
C 0.349 -2.031 -3.491
C -0.932 -1.904 -2.641
O -0.572 -1.852 -1.266
C -1.675 -0.647 -3.012
N -2.771 -0.342 -2.070
C -3.680 0.662 -2.682
C -4.632 -0.005 -3.651
S -6.027 -0.746 -2.769
C -5.751 -2.426 -3.084
N -5.210 -3.013 -4.108
N -5.260 -4.377 -3.837
C -5.845 -4.488 -2.685
O -6.180 -3.286 -2.137
C -2.279 0.206 -0.846
O -2.520 -0.228 0.222
O -1.549 1.314 -1.082
Br -1.260 2.358 0.401
H 0.946 -3.721 -2.563
H 1.861 -2.444 -2.186
H 0.060 -2.387 -4.478
H 0.771 -1.037 -3.606
H -1.553 -2.779 -2.817
H -1.171 -2.395 -0.751
H -0.991 0.190 -3.138
H -2.128 -0.808 -3.987
H -3.110 1.453 -3.165
H -4.265 1.108 -1.885
H -4.154 -0.760 -4.262
H -5.041 0.738 -4.325
H -6.086 -5.386 -2.156
C -3.899 3.244 7.558
O -2.845 2.311 7.676
C -3.236 0.951 7.532
C -2.713 0.356 6.243
N -3.374 0.931 5.080
C -2.770 0.583 3.794
C -1.333 1.002 3.521
O -1.145 2.409 3.383
C -0.989 3.112 4.604
H -3.513 4.211 7.879
H -4.255 3.340 6.527
H -4.743 2.974 8.200
H -4.324 0.850 7.595
H -2.798 0.401 8.369
H -2.896 -0.723 6.254
H -1.625 0.510 6.228
H -3.384 1.938 5.173
H -3.395 1.021 3.013
H -2.837 -0.502 3.668
H -1.059 0.568 2.560
H -0.625 0.606 4.258
H -0.479 2.507 5.356
H -1.949 3.451 5.003
H -0.386 3.997 4.401
C 7.024 1.821 -0.253
O 6.275 2.102 -1.417
C 6.976 1.907 -2.639
C 6.439 0.716 -3.402
N 6.754 -0.537 -2.730
C 6.077 -1.712 -3.273
C 4.554 -1.764 -3.237
O 4.001 -1.885 -1.939
C 3.863 -0.673 -1.217
H 6.453 2.192 0.597
H 7.188 0.746 -0.115
H 7.993 2.327 -0.271
H 8.050 1.804 -2.459
H 6.820 2.803 -3.245
H 6.891 0.704 -4.399
H 5.358 0.867 -3.527
H 6.520 -0.452 -1.750
H 6.449 -2.580 -2.724
H 6.397 -1.839 -4.312
H 4.244 -2.669 -3.763
H 4.090 -0.924 -3.768
H 3.655 0.172 -1.878
H 4.750 -0.452 -0.617
H 3.025 -0.792 -0.529
```

- Multiplicity: 1
- HOMO energy: -0.317 hartree
- SMILES: NC[C@@H](O)CN(CCSc1nnco1)C(=O)OBr.COCCNCCOC.COCCNCCOC
- LUMO energy: -0.3 eV
- Orbital gap: 0.3055 Eh

***

The molecule C5H10O. Source: the OMol25 dataset; level of theory: ωB97M-V/def2-TZVPD.

Structure (XYZ):
```
16
Properties=species:S:1:pos:R:3
C -1.862 0.372 -0.743
C -0.428 0.766 -0.389
C 0.508 -0.408 -0.037
C 1.941 0.074 0.158
C -0.003 -1.117 1.199
O 0.536 -1.058 2.279
H -2.385 -0.100 0.095
H -2.441 1.256 -1.025
H -1.887 -0.321 -1.592
H 0.018 1.293 -1.243
H -0.428 1.474 0.451
H 0.463 -1.133 -0.864
H 1.989 0.781 0.992
H 2.619 -0.756 0.384
H 2.299 0.581 -0.744
H -0.940 -1.703 1.076
```

- Multiplicity: 1
- HOMO energy: -0.357 hartree
- SMILES: CC[C@@H](C)C=O
- LUMO energy: 1.0 eV
- Orbital gap: 0.3930 Eh

***

A cluster of 2 separate species, C5H13NOS in total. Source: the OMol25 dataset; level of theory: ωB97M-V/def2-TZVPD.

Structure (XYZ):
```
21
Properties=species:S:1:pos:R:3
C -1.874 0.396 -1.986
C -1.208 -0.271 -0.739
C -1.640 0.318 0.609
C -0.627 0.233 1.715
S 0.844 1.263 1.436
N -1.295 -1.655 -0.690
C 2.111 -1.434 -0.724
O 2.255 -0.048 -0.933
H -1.412 1.361 -2.275
H -1.599 -0.341 -2.784
H -2.939 0.585 -1.793
H -0.098 -0.028 -0.812
H -2.572 -0.220 0.877
H -1.762 1.408 0.513
H -1.168 0.490 2.655
H -0.346 -0.811 1.983
H 1.864 0.547 -0.237
H -1.559 -1.971 -1.621
H 2.403 -1.887 -1.663
H 2.930 -1.844 -0.067
H 1.210 -1.871 -0.271
```

- Multiplicity: 1
- HOMO energy: -0.299 hartree
- LUMO energy: -3.7 eV
- Orbital gap: 0.1644 Eh

***

Table of electronic energy (eV), in record order: -6313.4448 -84365.1605 -99771.6466 -73408.7290 -164689.0973 -181349.8718 -127630.3714 -7394.4185 -19762.8932